1.
Here is a structure of composition C48H52N5O4P3TeYb in a non-equilibrium geometry from the Open Molecules 2025 dataset. Energies are from wB97M-V/def2-TZVPD.

## Properties
- frontier orbital gap (spin up / spin down) (hartree) = 0.233 / 0.200
- energy relative to the best compared isomer or geometry (same formula, charge and spin) (kJ/mol) = 0.00
- lowest unoccupied orbital energy (spin up / spin down) (Eh) = -0.1131 / -0.1458

Structure (ORCA input):
```
! RIJCOSX wB97M-V def2-TZVPD def2/J DEFGRID3
* xyz 1 2
Yb -1.71180 1.33671 -0.89228
Te 3.46746 -1.79531 -1.74795
C 5.47356 -2.08018 -0.90848
C 5.66934 -3.36395 -0.38322
C 6.89925 -3.68498 0.05223
N 7.94354 -2.81673 0.03720
C 7.78594 -1.60548 -0.42934
C 6.51515 -1.15258 -0.88532
C 2.72903 -0.54150 -0.37497
P 2.61704 1.20176 -0.87797
C 1.35250 1.24323 -2.21044
C 0.44531 0.16992 -2.44504
C -0.52657 0.27565 -3.43555
C -0.48362 1.39765 -4.33097
C 0.55648 2.28311 -4.27340
C 1.40017 2.32687 -3.12492
C 4.17761 1.63414 -1.69830
C 5.18601 2.34161 -1.05559
C 6.39242 2.66013 -1.72880
C 6.60512 2.16757 -2.98894
C 5.57840 1.46489 -3.68259
C 4.40536 1.30178 -3.06050
P 1.92501 -1.19700 1.00433
C 1.61702 -2.96629 0.79332
C 2.32648 -3.95693 1.50524
C 1.89447 -5.27308 1.37910
C 0.65293 -5.60294 0.84278
C 0.12902 -4.66898 -0.01655
C 0.60396 -3.34976 -0.08358
C 2.92382 -1.14975 2.50444
C 2.58368 -1.66796 3.83830
C 3.07384 -1.09115 4.97458
C 4.03879 -0.10203 4.85814
C 4.56765 0.25901 3.62279
C 3.96990 -0.23081 2.45385
H 4.74992 -4.01091 -0.42778
H 7.24155 -4.63638 0.34483
H 8.61056 -0.89987 -0.46673
H 6.34390 -0.18847 -1.20772
H 0.64082 -0.73148 -1.86075
H -1.37905 -0.41413 -3.45631
H -1.24835 1.47612 -5.13708
H 0.49412 2.99400 -5.04010
H 2.25725 3.06177 -3.06813
H 5.03105 2.65870 -0.02023
H 7.10139 3.31703 -1.16283
H 7.53082 2.39501 -3.47452
H 5.70825 1.09974 -4.70615
H 3.60811 0.69790 -3.65361
H 3.12292 -3.74626 2.24119
H 2.52998 -6.03526 1.90588
H 0.30357 -6.62593 0.82559
H -0.71296 -4.85917 -0.63150
H 0.14931 -2.63872 -0.64835
H 1.93825 -2.59134 3.85842
H 2.54323 -1.29017 5.93119
H 4.56472 0.28199 5.71018
H 5.47868 0.86245 3.50516
H 4.35349 0.12442 1.49627
C -4.65395 -3.00475 2.85055
C -4.26904 -1.55651 2.60280
C -3.01626 -1.28088 3.43147
C -5.39203 -0.52137 2.67865
O -3.70988 -1.60726 1.23781
P -3.59510 -0.49629 0.07105
O -3.25418 0.91721 0.58945
O -2.50919 -0.89349 -0.90470
O -5.08374 -0.25072 -0.46817
C -5.89463 -1.19771 -1.32910
C -6.93193 -0.23639 -1.92011
C -6.40228 -2.23120 -0.46955
C -4.91310 -1.69681 -2.35882
H -5.26716 -3.22806 3.72169
H -3.77010 -3.56649 2.91489
H -5.23317 -3.39536 2.00293
H -3.13071 -1.41427 4.52266
H -2.77788 -0.24101 3.23784
H -2.18935 -1.89174 3.02452
H -5.87301 -0.68356 3.71706
H -6.12375 -0.54750 1.90452
H -4.88562 0.46210 2.79073
H -7.49426 0.34704 -1.21191
H -7.66457 -0.91520 -2.42569
H -6.37397 0.39446 -2.66372
H -7.22071 -1.95096 0.23494
H -5.62811 -2.79215 0.05548
H -6.86433 -2.98174 -1.13677
H -4.31530 -0.93503 -2.80804
H -5.53290 -2.14274 -3.16994
H -4.21637 -2.41293 -1.91018
C -3.69980 3.81932 -0.06027
C -3.51636 3.79837 -1.47496
N -2.89013 2.81889 -2.17316
C -3.11986 3.10161 -3.52089
C -3.86135 4.21860 -3.60177
N -4.06110 4.72926 -2.31438
H -4.30839 3.02227 0.34356
H -4.09720 4.81938 0.23389
H -2.74217 3.65603 0.57982
H -2.78152 2.47194 -4.33978
H -4.14406 4.80755 -4.49600
H -4.51667 5.56783 -2.03660
N 1.81590 4.78538 4.92962
C 1.26587 4.47333 3.93156
C 0.69409 3.80864 2.85177
C -0.32000 2.82953 2.99679
C -0.82096 2.18354 1.88195
N -0.40783 2.57320 0.66248
C 0.41335 3.63316 0.48719
C 1.09225 4.16753 1.56601
H -0.67352 2.54429 3.98312
H -1.45724 1.32213 1.85623
H 0.65937 3.92346 -0.51691
H 1.91821 4.80830 1.32985
*
```

=====

2.
Here is a structure of composition C48H53ClF4N4O4SY in a non-equilibrium geometry from the Open Molecules 2025 dataset. Energies are from wB97M-V/def2-TZVPD.

## Properties
- frontier orbital gap (hartree) = 0.215
- energy relative to the best compared isomer or geometry (same formula, charge and spin) (kJ/mol) = 75.51
- lowest unoccupied orbital energy (Eh) = 0.0665

Structure (ORCA input):
```
! RIJCOSX wB97M-V def2-TZVPD def2/J DEFGRID3
* xyz -1 1
Y -8.90284 -9.26593 16.94418
C -10.47607 -11.58341 22.42583
N -9.43209 -10.55641 22.21976
C -8.75400 -10.27520 23.44541
C -9.72033 -9.56271 21.19393
C -8.44655 -9.18643 20.44767
N -8.76478 -8.28741 19.35615
C -8.78985 -6.98234 19.69104
C -9.91582 -6.15212 19.48566
F -10.89910 -6.49678 18.63369
C -10.06658 -4.94533 20.13990
F -11.22753 -4.28957 19.97511
C -8.97588 -4.31530 20.79026
C -7.77600 -4.97948 20.79617
F -6.65176 -4.24894 21.25060
C -7.70074 -6.28729 20.34036
F -6.58852 -7.03081 20.57870
H -11.46664 -11.13522 22.69482
H -10.18554 -12.19447 23.30809
H -10.65418 -12.16183 21.49762
H -9.27255 -9.60116 24.17221
H -7.78416 -9.87240 23.18303
H -8.62039 -11.21661 24.00101
H -10.13631 -8.63489 21.68904
H -10.53155 -9.85484 20.49209
H -8.00608 -10.08528 20.04650
H -7.69670 -8.70809 21.08726
H -9.03721 -3.29873 21.15693
C -4.41656 -8.41317 18.88018
C -4.05148 -9.67505 19.41059
C -4.96662 -10.73523 19.21442
C -6.09627 -10.62006 18.31519
C -6.35409 -9.38692 17.77270
C -5.58358 -8.30541 18.10020
C -6.92744 -11.82559 18.08078
C -6.30561 -13.09391 18.15867
C -7.10451 -14.21567 18.05526
C -8.47121 -14.08494 17.84234
C -9.36228 -15.21639 17.82463
C -10.69469 -15.04194 17.76638
C -11.22889 -13.74745 17.80555
C -10.43633 -12.65727 17.75369
C -9.05750 -12.77228 17.88059
N -8.23298 -11.66020 17.76592
H -3.89556 -7.50716 19.05132
H -3.14141 -9.82883 19.99751
H -4.94626 -11.67019 19.78888
H -5.86852 -7.33536 17.74531
H -5.21499 -13.15100 18.16519
H -6.65359 -15.18988 17.97765
H -8.87154 -16.20641 17.87189
H -11.35571 -15.90280 17.82597
H -12.28972 -13.57204 17.75043
H -10.88605 -11.65544 17.69959
C -11.81466 -11.93204 14.48826
S -10.55831 -10.62805 14.14456
C -9.69753 -11.50559 12.77647
O -9.55350 -10.77863 15.30867
H -12.36223 -12.02380 13.55456
H -12.52144 -11.55837 15.22985
H -11.29667 -12.84904 14.78123
H -10.48713 -11.49175 11.95729
H -9.49325 -12.53359 13.05565
H -8.83857 -10.91352 12.37489
C -16.07590 -8.12557 17.10920
C -15.97329 -9.62272 17.27667
C -16.75211 -10.49166 16.47288
C -16.74506 -11.87725 16.59007
Cl -17.87953 -12.71908 15.66351
C -15.81908 -12.50555 17.49488
C -15.04254 -11.63636 18.26361
C -15.08277 -10.26489 18.14782
O -14.32567 -9.52022 19.00529
C -12.91549 -9.38897 18.87722
C -12.35165 -9.27357 17.43557
O -13.15897 -9.11164 16.53110
O -11.08671 -9.33018 17.39915
H -15.98407 -7.89210 16.02070
H -15.32254 -7.60217 17.66379
H -17.07223 -7.82980 17.45850
H -17.44507 -10.06541 15.75855
H -15.69650 -13.60570 17.39574
H -14.34550 -12.04345 19.04945
H -12.34837 -10.13405 19.42736
H -12.69878 -8.38416 19.32938
C -3.44666 -6.78559 14.96549
C -4.59404 -7.71519 14.67885
C -4.32049 -8.97197 14.16288
C -5.33790 -9.85467 13.82346
C -5.03188 -11.23597 13.30439
C -6.69642 -9.46745 14.01456
C -7.02371 -8.24004 14.71897
C -5.93431 -7.39043 14.98238
N -8.30481 -8.00924 15.18595
C -9.08239 -6.82842 14.75500
C -8.39643 -5.51438 15.30573
C -9.08640 -6.74424 13.21008
C -10.55807 -6.96807 15.19899
H -2.45162 -7.22545 14.55681
H -3.42806 -6.52104 16.05279
H -3.57607 -5.81001 14.41183
H -3.31249 -9.30983 13.94216
H -4.83971 -11.97331 14.12269
H -4.16222 -11.28604 12.68094
H -5.83617 -11.65071 12.69212
H -7.52357 -10.10404 13.83293
H -6.11902 -6.41864 15.51615
H -7.65571 -5.11025 14.58898
H -7.73637 -5.82269 16.11756
H -9.16766 -4.76685 15.52742
H -8.08693 -6.79888 12.77237
H -9.50954 -5.80966 12.84673
H -9.73100 -7.53300 12.83462
H -10.65578 -6.83613 16.29525
H -10.96080 -7.96030 14.97796
H -11.25316 -6.20831 14.70039
*
```

=====

3.
Here is a structure of composition C48H53ClFN6NaO6S2 in a non-equilibrium geometry from the Open Molecules 2025 dataset. Energies are from wB97M-V/def2-TZVPD.

## Properties
- frontier orbital gap (spin up / spin down) (hartree) = 0.107 / 0.201
- lowest unoccupied orbital energy (spin up / spin down) (Eh) = 0.1120 / 0.0942

Structure (ORCA input):
```
! RIJCOSX wB97M-V def2-TZVPD def2/J DEFGRID3
* xyz -2 1
Na 11.51438 14.75519 15.80683
C 11.50419 10.42232 6.70601
C 13.15380 11.56302 7.98210
C 13.61719 10.28010 8.69756
C 13.22296 12.99008 8.47928
C 13.56950 13.89742 7.53455
C 13.85381 15.24218 7.81299
C 13.77288 15.64515 9.10361
C 13.44794 14.75524 10.13487
C 13.69798 15.28600 11.53029
C 13.23612 16.68530 11.77090
C 15.18238 15.15730 11.77968
C 13.34880 13.43412 9.77826
N 13.06355 12.60375 10.93143
C 14.18980 12.01512 11.52808
O 15.22780 11.95017 10.92907
C 14.01958 11.63964 13.08250
C 15.10225 10.99488 13.68871
C 15.05361 10.92396 15.09408
C 13.92378 11.27952 15.79551
C 12.82399 11.77447 15.07668
N 12.94346 12.13443 13.79083
C 11.46951 11.52180 15.68935
O 10.97298 10.42953 15.39443
N 11.11095 12.45175 16.56838
C 9.88996 12.20538 17.20327
C 10.00371 11.64566 18.52299
C 8.86207 11.54740 19.31540
C 7.64980 11.89958 18.77253
C 7.50447 12.29009 17.46583
C 8.64606 12.51844 16.66808
C 8.51587 12.64930 15.10624
C 8.04379 11.30589 14.45808
C 7.56030 13.79233 14.64449
C 11.25808 10.90585 18.83542
C 11.97269 11.57976 19.97495
C 10.87159 9.48730 19.19259
H 12.18984 10.51052 5.83950
H 10.47369 10.57047 6.38078
H 11.53871 9.44200 7.17312
H 13.68501 11.54264 7.00068
H 13.00298 10.11008 9.60143
H 14.63621 10.40228 9.03712
H 13.45373 9.38271 8.02815
H 13.74536 13.51006 6.54215
H 14.11817 15.90764 7.00958
H 14.01153 16.60515 9.45842
H 13.20812 14.60595 12.22828
H 13.99315 17.43775 11.63698
H 12.86445 16.72801 12.79698
H 12.36921 16.91653 11.16666
H 15.73921 15.59147 10.96651
H 15.45312 14.12970 11.87247
H 15.42381 15.69841 12.68947
H 15.95714 10.53995 13.12297
H 15.90497 10.57851 15.66045
H 13.83565 11.17137 16.88660
H 8.85049 11.12604 20.28262
H 6.74723 11.70308 19.36984
H 6.47140 12.44268 17.15010
H 9.46981 12.86287 14.67085
H 7.07407 10.99208 14.85383
H 8.83799 10.54396 14.55338
H 7.83323 11.55754 13.40354
H 6.54260 13.48489 14.78686
H 7.74012 13.99883 13.62478
H 7.71397 14.68699 15.24292
H 11.88455 10.90504 17.93404
H 11.31863 11.80285 20.80158
H 12.40742 12.50242 19.68934
H 12.82634 10.98035 20.35880
H 10.02418 9.42034 19.89774
H 11.69299 8.95539 19.71922
H 10.60219 8.92300 18.30245
C 9.20323 12.91487 7.66410
C 9.10594 14.22340 8.38352
C 7.71115 14.84961 8.35867
C 7.88376 16.30667 8.66723
C 8.72093 16.48827 9.89768
C 8.60266 17.70295 10.61549
C 9.21001 17.79163 11.85941
F 9.16962 18.98929 12.56342
C 9.99112 16.81352 12.39050
C 10.06154 15.60418 11.71745
C 10.71405 14.56858 12.41492
O 11.03379 14.47189 13.64312
C 10.91283 13.40547 11.46473
C 10.34524 13.28600 10.27161
N 9.53994 14.22159 9.75657
C 9.45821 15.46522 10.43147
C 11.94394 12.28049 11.52075
O 11.76706 11.40297 7.67070
O 11.87592 11.12011 11.91293
H 8.78503 13.06998 6.68702
H 8.57129 12.12401 8.04345
H 10.21197 12.57314 7.59562
H 9.72818 15.02159 7.87746
H 7.05948 14.29823 9.05868
H 7.39033 14.70868 7.35045
H 6.93061 16.83033 8.86145
H 8.32360 16.78630 7.78926
H 7.98479 18.54025 10.21265
H 10.59262 16.86515 13.31085
H 10.66903 12.54573 9.65714
Cl 12.30362 17.19214 16.22706
O 11.54924 5.53070 9.59054
N 11.39436 6.65078 9.87771
S 5.46972 4.40116 15.32003
C 6.54364 5.69524 15.33388
N 6.27870 7.02231 15.32431
C 7.40766 7.96103 14.98970
C 8.71950 7.20416 14.67070
S 8.36454 5.48156 15.11990
H 5.32595 7.27925 15.53510
H 7.60270 8.60918 15.82283
H 7.06547 8.57676 14.15376
H 9.53195 7.68889 15.24495
H 9.02551 7.25754 13.68674
*
```

=====

4.
Here is a structure of composition C48H53GeN8O3PtS2SeTe in a non-equilibrium geometry from the Open Molecules 2025 dataset. Energies are from wB97M-V/def2-TZVPD.

## Properties
- frontier orbital gap (spin up / spin down) (hartree) = 0.199 / 0.194
- energy relative to the best compared isomer or geometry (same formula, charge and spin) (kJ/mol) = 321.40
- lowest unoccupied orbital energy (spin up / spin down) (Eh) = -0.2418 / -0.2468

Structure (ORCA input):
```
! RIJCOSX wB97M-V def2-TZVPD def2/J DEFGRID3
* xyz 2 2
Pt 0.99004 -0.26846 1.12391
N 1.79016 0.80096 5.04601
C 3.12959 0.95691 4.71855
C 4.18107 1.56305 5.39415
C 5.41467 1.50418 4.78188
C 5.59571 0.84963 3.55095
C 4.54200 0.27478 2.87373
C 3.28337 0.34989 3.46966
N 2.04409 -0.14904 3.06236
C 1.19853 0.15250 4.02620
C -0.21408 -0.20187 3.92176
C -1.24370 0.06787 4.76823
S -2.69767 -0.52332 4.10659
C -1.85438 -1.10168 2.75162
N -0.57216 -0.87734 2.77129
H 1.34270 1.11825 5.88970
H 4.04304 2.05733 6.34427
H 6.26449 1.96363 5.26335
H 6.58736 0.80158 3.12484
H 4.69302 -0.22800 1.93215
H -1.23114 0.57932 5.71403
H -2.35435 -1.63089 1.95548
N 7.93763 -3.26476 3.68168
C 6.73408 -3.24167 3.05909
C 5.55331 -3.05794 3.79720
C 4.33501 -3.01542 3.16128
C 4.27036 -3.15980 1.77416
C 5.43269 -3.35314 1.02670
C 6.65095 -3.39274 1.66485
S 2.73013 -3.09317 1.00248
O 1.70352 -3.33915 1.97238
O 2.77040 -3.85135 -0.21436
N 2.45328 -1.48920 0.58332
C 3.24847 -0.59989 -0.05291
N 4.46147 -0.80088 -0.54115
C 5.00774 0.27144 -1.10311
C 4.38818 1.52481 -1.16451
C 3.11726 1.63344 -0.63083
N 2.55207 0.56292 -0.09096
H 7.99501 -3.25509 4.68451
H 8.77381 -3.48707 3.17155
H 5.60801 -2.95840 4.87364
H 3.42221 -2.89346 3.72486
H 5.36649 -3.48407 -0.04260
H 7.55584 -3.55647 1.09385
H 5.98927 0.12267 -1.53422
H 4.87892 2.37348 -1.61189
H 2.53870 2.54735 -0.65161
C -2.55462 -4.60185 -2.09410
Ge -2.47759 -4.65349 -0.15303
C -2.45029 -6.44731 0.57687
C -3.85860 -3.50714 0.61229
C -0.75189 -3.85061 0.43887
Se -0.53234 -2.08310 -0.30283
C 0.41347 -2.51026 -1.93589
H -3.45396 -5.10566 -2.44532
H -1.69635 -5.11058 -2.53015
H -2.58214 -3.57391 -2.45510
H -3.34396 -6.99565 0.28212
H -2.40395 -6.41874 1.66446
H -1.57906 -6.98474 0.20538
H -4.84396 -3.78473 0.23989
H -3.67695 -2.46718 0.33206
H -3.87663 -3.59124 1.69952
H 0.10709 -4.46222 0.17177
H -0.75165 -3.74814 1.52307
H -0.24510 -3.11719 -2.55051
H 1.33089 -3.04390 -1.69435
H 0.63328 -1.56695 -2.43207
C -6.27656 2.94824 -6.39929
C -5.33777 2.44723 -5.34101
C -5.64292 2.57210 -3.99191
C -4.78492 2.10405 -3.00608
C -5.17084 2.22892 -1.57044
C -3.58534 1.52861 -3.41491
Te -2.06101 0.88434 -1.99369
N -0.83869 0.98769 -0.14739
C -0.94876 1.65121 0.97049
O 0.09324 1.53583 1.74500
C -2.08692 2.41018 1.51815
C -1.81123 3.42499 2.43334
C -2.84800 4.07149 3.08281
C -4.16225 3.69213 2.84251
C -4.43648 2.66508 1.95131
C -3.39801 2.02590 1.29325
C -0.59633 2.11814 -2.83778
C 0.51518 1.51827 -3.41293
C 1.51725 2.29755 -3.96563
C 1.41006 3.67763 -3.90985
C 0.31414 4.26662 -3.29894
C -0.71628 3.50462 -2.75841
C -1.89709 4.18855 -2.13212
C -3.25460 1.32714 -4.75285
C -2.02203 0.61385 -5.24152
C -4.15475 1.81812 -5.69294
H -7.15278 3.41964 -5.96124
H -6.61013 2.12922 -7.03541
H -5.78203 3.67658 -7.04103
H -6.57409 3.03878 -3.69804
H -6.15680 2.67619 -1.46729
H -4.46152 2.85255 -1.02641
H -5.20195 1.24567 -1.09323
H -0.78341 3.69537 2.63013
H -2.63161 4.86224 3.78794
H -4.97066 4.18686 3.36152
H -5.45762 2.35004 1.78258
H -3.61426 1.19230 0.63639
H 0.60708 0.43986 -3.43205
H 2.37116 1.82968 -4.43343
H 2.18153 4.29948 -4.33995
H 0.25497 5.34466 -3.23204
H -1.66492 5.22642 -1.90590
H -2.20012 3.70486 -1.19751
H -2.75337 4.17490 -2.80974
H -1.61418 -0.06755 -4.49442
H -1.23765 1.32254 -5.50785
H -2.26371 0.03191 -6.12782
H -3.91591 1.68217 -6.74142
*
```

=====

no.,total energy (Ha)
1,-4885.64537
2,-3677.08610
3,-4159.57752
4,-8186.17204